{"formula": "C44H67N3O7RuS", "method": "the ωB97M-V functional and the def2-TZVPD basis", "symbols": ["Ru", "C", "N", "C", "C", "C", "N", "C", "C", "C", "C", "C", "C", "C", "O", "C", "C", "C", "C", "C", "C", "C", "C", "C", "C", "C", "C", "C", "C", "C", "O", "C", "C", "C", "C", "C", "C", "C", "C", "H", "H", "H", "H", "H", "H", "H", "H", "H", "H", "H", "H", "H", "H", "H", "H", "H", "H", "H", "H", "H", "H", "H", "H", "H", "H", "H", "H", "H", "H", "H", "H", "H", "H", "H", "H", "H", "H", "H", "H", "H", "H", "H", "H", "H", "H", "H", "H", "H", "H", "H", "H", "H", "H", "C", "C", "C", "C", "C", "C", "C", "S", "C", "O", "H", "H", "H", "H", "H", "H", "H", "H", "H", "H", "O", "N", "O", "C", "C", "O", "O", "H", "H", "H"], "xyz": [[0.1069, -0.2442, 0.2745], [-2.9540, 1.0795, 1.7120], [-2.5167, -0.0803, 0.9567], [-2.6955, -1.2660, 1.7832], [-3.2552, -0.1956, -0.2972], [-2.7256, 0.7500, -1.3818], [-1.2904, 0.5874, -1.6085], [-1.0214, -0.3585, -2.6987], [-1.7361, -1.6692, -2.5697], [-2.7096, -1.9917, -3.4869], [-3.4185, -3.1817, -3.4109], [-3.0418, -4.0727, -2.4095], [-2.0483, -3.8233, -1.4796], [-1.4120, -2.5405, -1.4832], [-0.6275, -2.1614, -0.5565], [-1.6904, -4.9344, -0.4955], [-0.5230, -4.6177, 0.4415], [-2.9119, -5.2683, 0.3773], [-1.2909, -6.1800, -1.3050], [-4.5895, -3.5002, -4.3260], [-5.8565, -3.5723, -3.4598], [-4.7880, -2.4327, -5.4083], [-4.3541, -4.8423, -5.0312], [-0.6155, 1.8575, -1.9386], [-1.0141, 2.9894, -1.0391], [-1.8000, 4.0024, -1.5542], [-2.2477, 5.0485, -0.7609], [-1.8563, 5.0192, 0.5734], [-1.0559, 4.0446, 1.1431], [-0.6164, 2.9503, 0.3313], [0.0976, 1.9775, 0.7719], [-0.7153, 4.2236, 2.6226], [0.2028, 3.1407, 3.1863], [0.0085, 5.5688, 2.8036], [-2.0007, 4.2395, 3.4681], [-3.1589, 6.1594, -1.2610], [-3.3719, 6.0907, -2.7759], [-4.5227, 6.0227, -0.5683], [-2.5566, 7.5324, -0.9298], [-4.0238, 1.0021, 1.9759], [-2.8020, 1.9874, 1.1356], [-2.3710, 1.1486, 2.6290], [-3.7599, -1.4580, 1.9986], [-2.1742, -1.1171, 2.7272], [-2.2593, -2.1302, 1.2893], [-4.3290, 0.0271, -0.1453], [-3.1725, -1.2225, -0.6539], [-2.9228, 1.7824, -1.0797], [-3.2883, 0.5469, -2.3071], [0.0596, -0.5236, -2.7130], [-1.3144, 0.1097, -3.6561], [-2.8888, -1.2913, -4.2884], [-3.5555, -5.0217, -2.3605], [-0.7831, -3.8573, 1.1715], [0.3475, -4.2599, -0.0989], [-0.2479, -5.5228, 0.9838], [-3.2266, -4.3932, 0.9422], [-2.6568, -6.0563, 1.0842], [-3.7524, -5.6073, -0.2236], [-0.4033, -5.9663, -1.8961], [-2.0809, -6.4962, -1.9817], [-1.0714, -7.0048, -0.6290], [-6.0053, -2.6269, -2.9413], [-5.7633, -4.3541, -2.7099], [-6.7341, -3.7780, -4.0710], [-4.9990, -1.4604, -4.9684], [-5.6272, -2.7018, -6.0490], [-3.8970, -2.3577, -6.0286], [-4.2744, -5.6570, -4.3172], [-3.4287, -4.7998, -5.6015], [-5.1733, -5.0658, -5.7131], [-0.8529, 2.1306, -2.9813], [0.4635, 1.6746, -1.8646], [-2.0639, 3.9478, -2.6009], [-2.1917, 5.8229, 1.2113], [1.1681, 3.1681, 2.6895], [-0.2174, 2.1487, 3.0548], [0.3583, 3.3103, 4.2514], [0.8930, 5.6061, 2.1727], [0.3181, 5.6797, 3.8406], [-0.6275, 6.4129, 2.5498], [-2.5236, 3.2908, 3.3918], [-2.6826, 5.0264, 3.1559], [-1.7512, 4.4074, 4.5144], [-3.8802, 5.1710, -3.0552], [-2.4189, 6.1435, -3.2975], [-3.9879, 6.9269, -3.1035], [-4.9671, 5.0589, -0.8070], [-5.1982, 6.8100, -0.8988], [-4.4178, 6.0895, 0.5117], [-1.5694, 7.6283, -1.3754], [-2.4619, 7.6781, 0.1423], [-3.1891, 8.3293, -1.3186], [5.5679, -2.4059, 2.6948], [4.9063, -1.4370, 1.7556], [5.4439, -1.1940, 0.4980], [4.8782, -0.2466, -0.3361], [3.7742, 0.4625, 0.0890], [3.1983, 0.2051, 1.3202], [3.7735, -0.7357, 2.1562], [2.9534, 1.6094, -1.0434], [3.4576, 3.1380, -0.0914], [3.8009, 1.6551, -2.2487], [6.1830, -3.1257, 2.1570], [4.8321, -2.9497, 3.2839], [6.2095, -1.8539, 3.3861], [6.3070, -1.7577, 0.1681], [5.2658, -0.0559, -1.3260], [2.3009, 0.7441, 1.6196], [3.3245, -0.9350, 3.1213], [4.5372, 3.2143, -0.0322], [3.0042, 3.0632, 0.8898], [3.0463, 3.9810, -0.6393], [1.0350, -0.3385, 4.1320], [0.2338, -0.6238, 3.2393], [0.5345, -1.2235, 2.1835], [2.9022, -1.8618, -2.8878], [2.2760, -1.5198, -1.5283], [2.3156, -2.2983, -0.5887], [1.7047, -0.3800, -1.5029], [3.7317, -2.5523, -2.7768], [3.2272, -0.9414, -3.3604], [2.1371, -2.3269, -3.5067]], "spin_multiplicity": 2, "orbital_gap_ev": [5.71, 5.95], "lumo_ev": [0.76, 1.00], "charge": -1, "de_lowest_ev": 0.939}

***

{"formula": "C44H68N4O8", "method": "the ωB97M-V functional and the def2-TZVPD basis", "symbols": ["N", "C", "C", "C", "C", "C", "H", "H", "H", "H", "H", "N", "C", "C", "C", "C", "C", "H", "H", "H", "H", "H", "N", "C", "C", "C", "C", "C", "H", "H", "H", "H", "H", "N", "C", "C", "C", "C", "C", "H", "H", "H", "H", "H", "C", "C", "O", "C", "H", "H", "H", "H", "H", "H", "C", "C", "O", "C", "H", "H", "H", "H", "H", "H", "C", "C", "O", "C", "H", "H", "H", "H", "H", "H", "C", "C", "O", "C", "H", "H", "H", "H", "H", "H", "C", "C", "O", "C", "H", "H", "H", "H", "H", "H", "C", "C", "O", "C", "H", "H", "H", "H", "H", "H", "C", "C", "O", "C", "H", "H", "H", "H", "H", "H", "C", "C", "O", "C", "H", "H", "H", "H", "H", "H"], "xyz": [[-8.0226, -3.1188, 0.4579], [-7.0992, -3.3611, -0.5121], [-6.3383, -4.5177, -0.5802], [-6.6162, -5.4959, 0.3787], [-7.6128, -5.3307, 1.3160], [-8.2870, -4.1074, 1.3465], [-6.9106, -2.4941, -1.1280], [-5.6726, -4.8086, -1.3793], [-6.0925, -6.4396, 0.3397], [-7.9083, -6.0654, 2.0503], [-8.9515, -3.8954, 2.1711], [-0.2234, 1.8881, 0.0150], [0.0241, 1.4998, 1.3085], [-0.4714, 0.3540, 1.8886], [-1.2218, -0.5475, 1.0938], [-1.3460, -0.2354, -0.2535], [-0.8490, 0.9223, -0.7621], [0.6863, 2.1398, 1.8726], [-0.3078, 0.1167, 2.9294], [-1.6602, -1.4339, 1.5280], [-1.8297, -0.9841, -0.8634], [-0.9699, 1.0999, -1.8205], [4.1648, 8.3942, -0.8094], [3.1342, 8.6176, -1.6833], [3.0100, 9.7523, -2.4163], [4.0519, 10.7322, -2.3035], [5.1091, 10.4807, -1.3529], [5.0859, 9.4056, -0.5624], [2.5149, 7.7591, -1.8973], [2.2074, 9.8129, -3.1365], [4.0108, 11.5728, -2.9803], [5.8837, 11.2286, -1.2691], [5.8955, 9.1796, 0.1156], [-3.1177, -7.9204, 6.1933], [-2.2118, -7.1618, 6.8373], [-2.0983, -7.1104, 8.2537], [-2.9973, -7.8600, 9.0195], [-3.9446, -8.5955, 8.3808], [-3.9383, -8.6120, 6.9739], [-1.5031, -6.6080, 6.2393], [-1.3423, -6.5035, 8.7298], [-2.9523, -7.9161, 10.0972], [-4.5935, -9.1998, 8.9974], [-4.6956, -9.1230, 6.3979], [-5.9309, 1.1570, 5.7549], [-5.4238, 0.0496, 6.6853], [-4.3706, 0.1630, 7.2704], [-6.3220, -1.2136, 6.8528], [-5.9254, 0.8119, 4.7210], [-5.1836, 1.9399, 5.8841], [-6.9170, 1.5746, 5.9583], [-7.2873, -0.9527, 7.2867], [-5.8376, -2.0038, 7.4263], [-6.5609, -1.6340, 5.8759], [5.3659, 1.7593, -3.5600], [6.0464, 0.9591, -2.4109], [7.2429, 0.6996, -2.3852], [5.1173, 0.3586, -1.3730], [6.1914, 1.8897, -4.2598], [5.0475, 2.6827, -3.0761], [4.5430, 1.2139, -4.0219], [4.2243, -0.0550, -1.8417], [4.8597, 1.2070, -0.7390], [5.6604, -0.2370, -0.6393], [1.3460, 8.4791, 5.2731], [0.1829, 8.7729, 6.2732], [0.1062, 9.8963, 6.7943], [-0.8418, 7.7178, 6.6198], [2.3198, 8.6787, 5.7202], [1.3661, 9.1419, 4.4080], [1.3124, 7.4687, 4.8656], [-1.6977, 8.1985, 7.0935], [-0.4130, 7.0205, 7.3395], [-1.2279, 7.1446, 5.7768], [-2.1799, 5.8903, -7.2254], [-0.9266, 5.7486, -8.0907], [0.1910, 5.3743, -7.7198], [-1.1234, 6.3393, -9.4644], [-2.9772, 5.2613, -7.6215], [-2.5493, 6.9141, -7.2850], [-2.1238, 5.5380, -6.1954], [-0.1816, 6.2330, -10.0026], [-1.5193, 7.3488, -9.3539], [-1.9428, 5.8156, -9.9568], [7.8816, 2.9864, 6.8187], [6.8778, 3.0876, 5.6827], [5.6497, 2.9047, 5.8235], [7.5581, 3.3085, 4.3134], [8.4243, 3.9174, 6.9823], [8.6156, 2.2170, 6.5794], [7.2800, 2.7173, 7.6869], [7.7591, 2.3407, 3.8539], [8.4977, 3.8418, 4.4576], [6.9462, 3.9822, 3.7136], [-0.1579, -6.8201, -5.7178], [-1.1025, -7.8886, -6.2546], [-1.9375, -8.4138, -5.5481], [-0.9004, -8.2507, -7.7074], [0.7026, -6.7284, -6.3805], [0.1802, -7.1472, -4.7345], [-0.7109, -5.8821, -5.7672], [0.0199, -8.8029, -7.8982], [-0.9275, -7.3443, -8.3122], [-1.8054, -8.7525, -8.0499], [0.0703, -1.3254, -9.2236], [-1.2367, -1.6672, -9.8683], [-1.9930, -2.5266, -9.4415], [-1.4891, -1.0326, -11.2327], [0.1231, -1.5075, -8.1503], [0.3518, -0.2815, -9.3619], [0.9110, -1.8445, -9.6841], [-0.8368, -0.1705, -11.3720], [-2.5461, -0.7844, -11.3297], [-1.2212, -1.7853, -11.9742], [3.9196, -7.9675, 2.4344], [3.5951, -7.3506, 1.1429], [4.0761, -7.7785, 0.0702], [2.6210, -6.1249, 1.0945], [4.4885, -8.8929, 2.3439], [2.9816, -8.1710, 2.9509], [4.6067, -7.3630, 3.0265], [2.9919, -5.3297, 1.7412], [1.6041, -6.4203, 1.3530], [2.4788, -5.8113, 0.0603]], "spin_multiplicity": 1, "orbital_gap_ev": 9.70, "lumo_ev": 0.27, "de_lowest_ev": 2.679}

***

{"formula": "C44H71N17O2", "method": "the ωB97M-V functional and the def2-TZVPD basis", "symbols": ["C", "C", "C", "C", "C", "N", "C", "O", "C", "C", "C", "C", "O", "C", "C", "H", "H", "H", "H", "H", "H", "H", "H", "H", "H", "H", "H", "H", "H", "H", "H", "H", "H", "H", "H", "H", "H", "H", "C", "C", "N", "H", "H", "H", "C", "C", "N", "H", "H", "H", "C", "C", "N", "H", "H", "H", "C", "C", "N", "H", "H", "H", "C", "C", "N", "H", "H", "H", "C", "C", "N", "H", "H", "H", "C", "C", "N", "H", "H", "H", "C", "C", "N", "H", "H", "H", "C", "C", "N", "H", "H", "H", "C", "C", "N", "H", "H", "H", "C", "C", "N", "H", "H", "H", "C", "C", "N", "H", "H", "H", "C", "C", "N", "H", "H", "H", "C", "C", "N", "H", "H", "H", "C", "C", "N", "H", "H", "H", "C", "C", "N", "H", "H", "H"], "xyz": [[3.7743, 6.3137, -1.4149], [4.1288, 4.8372, -2.1076], [2.9723, 4.5188, -3.2695], [1.5502, 4.0212, -2.5645], [1.3136, 2.4688, -3.0349], [2.5385, 1.5718, -2.7631], [2.2346, 0.1506, -2.2651], [3.1229, -0.8185, -1.9606], [0.6064, 0.0054, -2.1117], [0.2011, -0.9779, -3.4024], [0.1295, 1.5643, -2.3513], [-0.7300, 2.1794, -1.0754], [-2.1326, 1.7415, -1.2798], [-3.0345, 2.8890, -1.4858], [-2.6720, 3.8283, -2.7821], [4.5087, 6.4996, -0.5083], [3.9263, 7.1826, -2.1931], [2.6768, 6.3836, -1.0146], [4.1236, 4.0191, -1.2469], [5.2058, 4.9146, -2.6071], [3.4159, 3.7242, -4.0206], [2.7771, 5.4963, -3.9253], [1.7212, 4.0691, -1.4074], [0.6608, 4.7023, -2.9448], [1.0230, 2.4033, -4.1902], [2.8813, 2.0595, -1.8824], [0.2771, -0.4632, -1.0688], [-0.7332, -0.5624, -3.9719], [0.0368, -2.0473, -2.9392], [1.1318, -1.0458, -4.1263], [-0.7063, 1.5849, -3.2033], [-0.6219, 3.3422, -0.9507], [-0.2982, 1.7099, -0.0662], [-3.1982, 3.5417, -0.4997], [-4.1100, 2.4215, -1.7103], [-3.4943, 3.8116, -3.6366], [-2.6488, 4.9513, -2.3780], [-1.6507, 3.5884, -3.3003], [8.7563, 6.2597, -3.5547], [7.3333, 6.6312, -3.4800], [6.2091, 6.9247, -3.4210], [9.1199, 6.2570, -4.5876], [9.3863, 6.9564, -2.9918], [8.9351, 5.2595, -3.1462], [-2.1150, -0.9735, 1.0171], [-3.3204, -1.2081, 1.8299], [-4.2725, -1.3935, 2.4721], [-2.2470, -0.1291, 0.3325], [-1.2433, -0.7507, 1.6413], [-1.8617, -1.8475, 0.4078], [-5.9053, -4.2063, 4.1305], [-7.0261, -5.1423, 4.3209], [-7.9115, -5.8818, 4.4713], [-6.2558, -3.2072, 3.8507], [-5.3105, -4.0965, 5.0434], [-5.2261, -4.5438, 3.3405], [-2.7625, -6.9499, 3.5562], [-1.6912, -5.9422, 3.4839], [-0.8448, -5.1461, 3.4268], [-2.5841, -7.7802, 2.8649], [-2.8480, -7.3780, 4.5605], [-3.7382, -6.5219, 3.3029], [5.9375, 0.5985, -0.4889], [7.0088, 1.6061, -0.5613], [7.8552, 2.4023, -0.6184], [6.1159, -0.2318, -1.1803], [5.8520, 0.1704, 0.5154], [4.9618, 1.0265, -0.7423], [6.4792, 2.8206, -5.2563], [7.7285, 3.5901, -5.1320], [8.7156, 4.1979, -5.0338], [5.5974, 3.4622, -5.1561], [6.4068, 2.3210, -6.2281], [6.4037, 2.0447, -4.4872], [6.2375, -3.2980, 1.1568], [7.3088, -2.2903, 1.0844], [8.1552, -1.4942, 1.0273], [6.4159, -4.1283, 0.4654], [6.1520, -3.7260, 2.1611], [5.2618, -2.8700, 0.9034], [8.7068, 2.2512, 2.9506], [7.7355, 2.4374, 4.0416], [6.9681, 2.5846, 4.9035], [9.7380, 2.2770, 3.3183], [8.5677, 1.2899, 2.4449], [8.6151, 3.0333, 2.1895], [6.7191, 2.5634, 8.1800], [7.2363, 3.3938, 9.2806], [7.6450, 4.0498, 10.1502], [5.6263, 2.4953, 8.2038], [6.9966, 2.9699, 7.2018], [7.1080, 1.5408, 8.2275], [2.1806, 3.2294, 9.4593], [2.8153, 2.3457, 8.4669], [3.3167, 1.6477, 7.6829], [2.8051, 3.3510, 10.3506], [1.9990, 4.2298, 9.0526], [1.2146, 2.8354, 9.7924], [-9.8194, -7.4604, 2.2287], [-9.1847, -8.3441, 1.2363], [-8.6833, -9.0421, 0.4523], [-9.1949, -7.3388, 3.1200], [-10.0010, -6.4600, 1.8220], [-10.7854, -7.8544, 2.5618], [4.6328, 0.8881, -8.3491], [3.6616, 1.0744, -7.2581], [2.8942, 1.2215, -6.3962], [5.6640, 0.9139, -7.9814], [4.4937, -0.0732, -8.8548], [4.5412, 1.6702, -9.1102], [1.5052, 0.2661, -11.3378], [2.7546, 1.0356, -11.2135], [3.7416, 1.6434, -11.1152], [0.6234, 0.9077, -11.2376], [1.4329, -0.2335, -12.3095], [1.4298, -0.5098, -10.5687], [-9.4182, -3.0906, 1.8509], [-10.5389, -4.0266, 2.0413], [-11.4243, -4.7661, 2.1917], [-9.7687, -2.0915, 1.5711], [-8.8233, -2.9808, 2.7638], [-8.7390, -3.4281, 1.0609], [-12.3938, -4.8394, 5.8072], [-11.8766, -4.0091, 6.9078], [-11.4679, -3.3531, 7.7773], [-13.4865, -4.9075, 5.8309], [-12.1163, -4.4329, 4.8289], [-12.0049, -5.8620, 5.8547], [-14.6959, -7.0879, 2.0071], [-13.4465, -6.3184, 2.1314], [-12.4595, -5.7106, 2.2296], [-15.5777, -6.4463, 2.1073], [-14.7682, -7.5876, 1.0353], [-14.7713, -7.8638, 2.7762]], "spin_multiplicity": 1, "orbital_gap_ev": 4.71, "lumo_ev": 0.19}